Below is a structure of composition C16H25MgO5PTe in a non-equilibrium geometry, with properties calculated with ωB97M-V with the def2-TZVPD basis set.

ORCA input file:
```
! RIJCOSX wB97M-V def2-TZVPD def2/J DEFGRID3
* xyz 0 1
Mg 0.30707 0.45178 -1.41385
O 0.77089 -1.50690 -4.50690
C 0.79870 -1.06011 -3.22394
O -0.30744 -0.84631 -2.64770
C 1.86439 -1.82144 -2.44310
O 2.40532 -0.98721 -1.44267
C 3.36293 -0.11527 -2.00422
C 2.77280 0.65004 -3.19587
O 3.42788 1.43797 -3.82636
O 1.49252 0.44072 -3.39612
H -0.00676 -1.13467 -4.94516
H 2.63483 -2.19192 -3.13019
H 1.37370 -2.65695 -1.94369
H 4.26769 -0.66241 -2.30604
H 3.63802 0.61670 -1.23638
Te 1.23106 2.64220 -0.39033
C -0.50514 3.74775 0.17497
C -1.51719 3.21687 0.95913
C -2.58004 4.00108 1.36976
C -2.64807 5.33218 0.99475
C -1.65185 5.86732 0.19639
C -0.58746 5.08116 -0.20131
H -1.48133 2.17104 1.25059
H -3.36376 3.57021 1.97865
H -3.46845 5.95283 1.33230
H -1.71314 6.89666 -0.12674
H 0.19082 5.50316 -0.82174
C 1.89625 -0.79468 2.05409
C 0.37626 -0.88475 2.10419
P -0.27755 -1.48458 0.47803
C 0.08195 -3.31395 0.52944
C -0.47538 -4.13688 1.68497
C -2.12292 -1.44033 0.72813
C -2.65885 -1.45265 2.15659
H 2.28852 -0.41508 2.99567
H 2.20558 -0.11980 1.25392
H 2.33812 -1.77140 1.86542
H -0.04069 0.11456 2.26259
H 0.05468 -1.52907 2.92369
H 1.17079 -3.41586 0.49767
H -0.30950 -3.70944 -0.41428
H -0.16447 -3.73890 2.64785
H -0.10524 -5.15893 1.61269
H -1.56065 -4.17405 1.64679
H -2.52193 -2.28534 0.15848
H -2.46370 -0.53001 0.22197
H -2.31599 -2.31967 2.71430
H -3.74694 -1.48109 2.13455
H -2.35636 -0.55459 2.68905
*
```

E_LUMO   0.009 Eh
ΔE to the lowest compared entry with this formula, charge and spin   1.229 eV
Kohn-Sham gap   7.7 eV
Total energy   -1810.41249 Ha
M   480.25 g/mol